Molecular formula: N5O19SSr3
Method: DFT, wB97M-V/def2-TZVPD

```
28
Properties=species:S:1:pos:R:3:forces:R:3:mulliken_charge:R:1
Sr -2.3993 -2.6654 1.1783 3.529 1.572 1.520 1.6936
Sr 2.0159 0.8611 -1.2385 -1.337 -2.455 1.187 1.8825
Sr -1.7777 3.0737 -1.2876 3.149 -1.325 1.125 1.7413
N 0.7645 -1.9723 -3.2063 0.385 -0.882 -1.076 0.8834
O 0.8059 -0.6932 -3.0738 0.514 0.524 0.568 -0.6383
O 1.2753 -2.7229 -2.3862 -0.222 0.745 0.098 -0.5288
O 0.2420 -2.4245 -4.2481 -0.229 0.447 0.393 -0.6599
N 0.1851 2.3423 1.7006 -2.092 -1.572 1.491 0.8898
O -0.7842 2.5009 2.4743 0.718 0.352 -0.648 -0.5696
O 0.3034 3.1592 0.7235 -0.159 0.668 -2.134 -0.6780
O 0.9210 1.3716 1.7947 0.643 0.812 -0.518 -0.4429
N -2.4768 -0.7379 4.4680 0.698 -1.322 -1.293 0.7843
O -3.1053 -1.6706 5.0288 -0.288 0.823 0.131 -0.6391
O -2.5650 0.4444 4.7571 -0.331 -0.290 0.455 -0.5582
O -1.6843 -1.0906 3.5038 -1.051 -0.037 -0.309 -0.4858
N 1.0453 3.3945 -3.4490 0.141 0.763 -2.693 0.6771
O 0.5201 2.8569 -2.3909 -0.586 0.272 1.168 -0.4962
O 0.8479 2.8280 -4.5247 0.045 0.084 0.815 -0.4734
O 1.6798 4.4532 -3.3932 -0.466 -0.841 0.984 -0.5379
N -1.3416 -0.3446 -0.4700 3.336 -1.790 4.030 0.9619
O -1.7369 -1.4472 -0.9329 -0.704 1.210 -2.043 -0.8763
O -0.5983 0.5297 -1.0248 -2.326 0.672 -1.829 -0.4597
O -1.3338 -0.2897 0.7747 -1.820 0.743 -0.261 -0.5139
S 1.8488 -2.3839 1.0057 2.554 -0.473 2.879 0.8127
O 2.0808 -1.0796 0.2703 0.136 1.065 -1.908 -0.7108
O 0.4504 -2.3450 1.4504 -3.835 -0.208 -0.107 -0.6639
O 2.1099 -3.6108 0.2821 -0.054 0.157 -1.256 -0.6659
O 2.7074 -2.3373 2.2137 -0.352 0.284 -0.768 -0.7281
```
Forces are in eV/Å.

Summary:
E_tot = -59682.3570 eV
HOMO level = -3.677 eV
Kohn-Sham gap = 2.29 eV
2S+1 = 1
Total charge = -1

Molecular formula: NO3P
Method: DFT, wB97M-V/def2-TZVPD

```
5
Properties=species:S:1:pos:R:3:forces:R:3:nbo_charge:R:1
N 0.5567 -0.0618 -0.1894 0.168 -0.288 -0.889 0.2652
O 1.6106 -0.5994 -0.2750 -0.019 0.328 0.490 -0.2732
O 0.3055 1.0674 0.3225 0.463 0.142 -0.073 -0.4439
O -1.9076 -0.4585 0.5292 -2.088 -1.650 2.422 -1.0104
P -1.2847 0.1497 -0.5832 1.476 1.468 -1.950 1.4623
```
Forces are in eV/Å.

Summary:
E_tot = -16918.2296 eV
HOMO level = -10.730 eV
Kohn-Sham gap = 10.02 eV
2S+1 = 1